{
  "formula": "C12H11NS",
  "method": "wB97M-V/def2-TZVPD",
  "relative_energy_kcal_mol": 42.6,
  "homo_lumo_gap_ev": 3.268,
  "spin_multiplicity": 1,
  "total_energy_ev": -24944.9130,
  "max_force_ha_per_bohr": 0.0795,
  "mol_weight_g_mol": 201.29,
  "species": ["C", "C", "C", "C", "C", "C", "C", "C", "C", "C", "C", "H", "H", "H", "H", "H", "H", "H", "H", "H", "H", "H", "N", "C", "S"],
  "coordinates": [[2.90, -0.78, 1.48], [3.56, -2.17, 1.39], [2.51, -3.11, 1.88], [1.40, -2.43, 2.28], [1.56, -1.03, 2.13], [0.69, -0.01, 2.60], [-0.62, -0.28, 3.05], [-1.41, 0.71, 3.58], [-0.93, 2.00, 3.70], [0.34, 2.31, 3.25], [1.13, 1.33, 2.69], [3.49, -0.07, 2.07], [2.75, -0.34, 0.48], [3.87, -2.44, 0.37], [4.46, -2.24, 2.01], [2.64, -4.18, 1.97], [0.53, -2.89, 2.71], [-1.02, -1.28, 2.95], [-2.41, 0.49, 3.92], [-1.54, 2.77, 4.14], [0.71, 3.31, 3.35], [2.12, 1.58, 2.36], [0.30, -0.79, -1.36], [-0.63, -1.51, -1.48], [-1.88, -2.48, -1.64]],
  "mulliken_charge": [-0.77, -0.70, -0.40, -0.63, 0.88, 0.93, -0.41, -0.78, -0.29, -0.80, -0.22, 0.38, 0.37, 0.34, 0.32, 0.45, 0.40, 0.36, 0.39, 0.41, 0.38, 0.31, -0.61, 0.21, -0.53]
}